C6H13O3 | the ωB97M-V functional and the def2-TZVPD basis

## Properties
* frontier orbital gap (spin up / spin down): 9.78 / 9.66 eV
* calculated total energy: -461.9880 a.u.
* expectation value of S²: 0.7534
* 2S+1: 2
* relative energy (zero: lowest compared OMol25 entry of this formula, charge and spin): 233.36 kJ/mol
* M: 133.17 Da

Element x y z (Å)
O -0.916 2.928 -0.797
C -0.464 2.841 -1.913
C 0.622 1.878 -2.330
O 1.090 1.055 -1.314
C 0.272 -0.070 -1.053
C 0.755 -0.778 0.182
O 0.515 -0.001 1.323
C 0.983 -0.611 2.497
H 1.460 2.490 -2.705
H -0.833 3.492 -2.738
H 0.246 1.307 -3.202
H 0.310 -0.768 -1.908
H -0.777 0.237 -0.908
H 0.265 -1.765 0.255
H 1.870 -0.983 0.186
H 1.155 0.179 3.239
H 0.225 -1.281 2.941
H 1.856 -1.324 2.381
C -2.132 -2.213 1.464
H -2.225 -2.769 2.396
H -1.914 -1.144 1.489
H -2.364 -2.698 0.516

---

C6H13OPS2 | the ωB97M-V functional and the def2-TZVPD basis

## Properties
* frontier orbital gap (spin up / spin down): 5.96 / 5.96 eV
* calculated total energy: -1449.2643 a.u.
* 2S+1: 1
* relative energy (zero: lowest compared OMol25 entry of this formula, charge and spin): 276.86 kJ/mol
* M: 196.28 Da

Element x y z (Å)
C 2.243 -2.336 1.861
C 2.474 -1.136 1.408
C 0.520 1.590 -1.880
C -3.462 -0.157 -0.307
C 1.535 2.009 -0.755
C -2.372 -0.489 0.643
O 1.975 0.907 -0.012
P 1.140 -0.372 0.497
S 0.612 -1.525 -0.978
S -1.732 0.777 1.716
H 2.982 -2.711 2.565
H 1.302 -2.880 1.807
H 3.458 -0.827 1.646
H 0.891 0.787 -2.451
H -0.397 1.208 -1.429
H 0.277 2.507 -2.478
H -3.000 0.647 -0.890
H -3.477 -1.045 -0.877
H -4.409 0.016 0.152
H 1.077 2.799 -0.170
H 2.419 2.361 -1.177
H -1.490 -0.727 -0.053
H -2.564 -1.402 1.162

---

C6H13P | the ωB97M-V functional and the def2-TZVPD basis

## Properties
* frontier orbital gap: 10.42 eV
* calculated total energy: -577.6556 a.u.
* 2S+1: 1
* SMILES: C[C@H]1[C@H](P)C[C@@H]1C
* relative energy (zero: lowest compared OMol25 entry of this formula, charge and spin): 210.62 kJ/mol
* M: 116.14 Da

Element x y z (Å)
C -0.289 -1.308 -0.705
C 1.016 -0.605 -0.201
C 0.123 0.552 0.244
C -1.181 -0.067 -0.434
C 1.980 -1.249 0.809
C 0.392 2.021 0.081
P -2.871 -0.270 0.362
H -0.126 -1.746 -1.634
H -0.612 -2.216 0.015
H 1.551 -0.132 -0.965
H -0.168 0.526 1.252
H -1.184 0.573 -1.448
H 2.512 -0.493 1.428
H 2.777 -1.955 0.369
H 1.305 -1.737 1.443
H 0.319 2.267 -1.047
H 1.384 2.263 0.198
H -0.071 2.791 0.609
H -3.675 -0.397 -0.825
H -3.183 1.182 0.450

---

C6H14 | the ωB97M-V functional and the def2-TZVPD basis

## Properties
* frontier orbital gap: 11.51 eV
* calculated total energy: -236.9285 a.u.
* 2S+1: 1
* SMILES: CCCC(C)C
* relative energy (zero: lowest compared OMol25 entry of this formula, charge and spin): 217.76 kJ/mol
* M: 86.18 Da

Element x y z (Å)
C 2.495 0.267 -0.769
C 1.121 0.782 -0.773
C 0.286 0.552 0.535
C -0.858 -0.499 0.624
C -2.091 0.094 1.396
C -1.154 -1.083 -0.818
H 3.205 1.175 -0.549
H 2.603 -0.596 0.012
H 2.842 -0.171 -1.720
H 0.680 0.127 -1.547
H 0.944 1.908 -1.190
H -0.019 1.589 0.809
H 1.157 0.309 1.291
H -0.499 -1.228 1.311
H -1.820 0.364 2.501
H -2.643 -0.785 1.385
H -2.664 0.903 1.120
H -0.253 -1.425 -1.349
H -1.720 -2.014 -0.888
H -1.610 -0.268 -1.382

---

C6H14Ag2FN2O2 | the ωB97M-V functional and the def2-TZVPD basis

## Properties
* frontier orbital gap: 4.76 eV
* calculated total energy: -890.4826 a.u.
* net charge: +1
* 2S+1: 1
* relative energy (zero: lowest compared OMol25 entry of this formula, charge and spin): 72.45 kJ/mol
* M: 380.92 Da

Element x y z (Å)
Ag -2.981 -0.027 -1.544
Ag -1.509 -2.316 -3.885
F -1.065 -1.118 -2.041
C 0.127 -2.281 2.564
O -0.101 -2.753 3.673
N 1.258 -2.421 1.872
C 1.541 -1.669 0.663
C 2.324 -3.296 2.331
H -0.643 -1.687 2.033
H 2.139 -0.791 0.914
H 0.598 -1.444 0.167
H 2.134 -2.275 -0.026
H 2.555 -4.051 1.585
H 3.223 -2.731 2.594
H 2.029 -3.728 3.286
C 0.028 1.630 -0.737
O 0.402 1.562 0.419
N -0.905 2.537 -1.131
C -1.315 2.704 -2.492
C -1.398 3.525 -0.173
H 0.410 0.956 -1.513
H -0.791 1.993 -3.134
H -1.110 3.697 -2.908
H -2.406 2.596 -2.615
H -1.072 3.260 0.823
H -0.993 4.498 -0.466
H -2.481 3.629 -0.259

---

C6H14BFN2O4P | the ωB97M-V functional and the def2-TZVPD basis

## Properties
* frontier orbital gap: 7.37 eV
* calculated total energy: -1113.6872 a.u.
* net charge: -1
* 2S+1: 1
* M: 238.97 Da

Element x y z (Å)
C -1.675 -0.938 0.740
C -1.858 0.296 -0.139
C -1.705 0.055 -1.638
F -1.572 -1.314 -1.958
P -0.279 1.025 -2.416
N 0.971 2.171 -3.361
C 1.449 1.711 -4.364
O 1.915 1.257 -5.340
B 1.181 0.242 -1.336
N 1.411 -1.146 -1.201
O 2.021 1.099 -0.705
H -2.616 -1.467 0.867
H -0.931 -1.613 0.340
H -1.360 -0.625 1.724
H -1.179 1.077 0.209
H -2.861 0.675 0.042
H -2.614 0.375 -2.155
H -0.849 2.209 -1.933
H -0.707 0.557 -3.675
H 0.935 -1.735 -1.866
H 1.311 -1.497 -0.257
H 1.606 1.955 -0.549
C 1.510 -0.693 4.615
C 0.461 -0.522 3.492
O 0.814 0.132 2.480
O -0.652 -1.059 3.700
H 2.448 -0.200 4.358
H 1.125 -0.269 5.544
H 1.699 -1.755 4.782

---

C6H14CaN3 | the ωB97M-V functional and the def2-TZVPD basis

## Properties
* frontier orbital gap (spin up / spin down): 2.64 / 2.73 eV
* calculated total energy: -1078.7738 a.u.
* net charge: -1
* 2S+1: 1
* relative energy (zero: lowest compared OMol25 entry of this formula, charge and spin): 0.00 kJ/mol
* M: 168.28 Da

Element x y z (Å)
C 2.929 2.810 1.084
Ca 1.222 1.517 -0.114
N 2.791 -0.269 -0.401
H 0.346 2.239 2.285
H 1.044 2.236 2.647
H 2.680 3.523 1.877
H 3.282 3.408 0.217
H 3.791 2.217 1.440
H 2.755 -0.686 -1.337
H 2.625 -1.036 0.257
H 3.764 0.013 -0.260
N -3.663 -2.420 -1.157
C -2.628 -1.636 -0.786
C -2.240 -0.544 -1.589
C -1.179 0.236 -1.174
N -0.489 -0.036 -0.028
C -0.867 -1.081 0.761
C -1.923 -1.903 0.413
H -4.175 -2.238 -2.006
H -3.955 -3.202 -0.590
H -2.764 -0.315 -2.518
H -0.853 1.118 -1.751
H -0.291 -1.213 1.677
H -2.201 -2.738 1.055

---

C6H14Cl2OP | the ωB97M-V functional and the def2-TZVPD basis

## Properties
* frontier orbital gap: 6.89 eV
* calculated total energy: -1573.6818 a.u.
* net charge: +1
* 2S+1: 1
* relative energy (zero: lowest compared OMol25 entry of this formula, charge and spin): 16.08 kJ/mol
* M: 204.06 Da

Element x y z (Å)
C 1.262 1.368 -1.859
C 2.121 -0.688 -3.092
C -0.944 0.459 2.962
C -1.484 -2.041 2.490
C 0.963 0.183 -2.743
C -1.567 -0.633 2.132
O -0.040 -0.665 -2.151
P -0.320 -1.347 -0.701
Cl -2.185 -1.905 -1.165
Cl 0.603 -3.086 -0.915
H 1.807 0.823 -1.022
H 1.786 2.230 -2.288
H 0.435 1.627 -1.353
H 2.670 -1.148 -2.280
H 2.930 -0.086 -3.503
H 1.915 -1.396 -3.965
H -0.227 1.023 2.361
H -0.461 0.117 3.797
H -1.724 1.303 3.156
H -2.173 -2.601 1.786
H -2.245 -1.869 3.287
H -0.674 -2.555 2.895
H 0.458 0.510 -3.703
H -2.470 -0.449 1.649

---

Question: Among the records above, which one has the lowest calculated total energy?
Answer: C6H14Cl2OP

---

Question: What is the 2S+1 in the second record?
Answer: 1

---

Question: Number 2 is which compound?
Answer: C6H13OPS2